{"formula": "C24H38BrCoGeN2O3", "method": "the ωB97M-V functional and the def2-TZVPD basis", "multiplicity": 6, "lumo_ev": [-2.2, -5.8], "charge": 1, "s_squared": 8.77, "homo_energy_ha": [-0.34272, -0.41207], "energy_ev": -198807.5870, "symbols": ["Co", "C", "C", "C", "C", "O", "Ge", "O", "C", "C", "C", "C", "O", "C", "C", "C", "C", "H", "H", "H", "H", "H", "H", "H", "H", "H", "H", "H", "H", "H", "H", "H", "H", "H", "H", "H", "H", "H", "H", "H", "H", "H", "H", "H", "C", "C", "C", "C", "C", "Br", "N", "C", "H", "H", "H", "H", "H", "H", "N", "C", "C", "C", "C", "C", "C", "H", "H", "H", "H", "H"], "positions_angstrom": [[-0.292, -0.212, -0.289], [-0.963, 1.831, -2.196], [-2.304, 1.823, -1.453], [-2.629, 3.231, -0.980], [-3.419, 1.291, -2.348], [-2.156, 0.915, -0.368], [-1.928, 1.163, 1.502], [-1.489, -0.686, 1.385], [-2.413, -1.788, 1.552], [-1.925, -2.616, 2.732], [-2.377, -2.600, 0.264], [-3.823, -1.274, 1.811], [-0.066, 1.326, 1.069], [0.871, 2.220, 1.716], [2.282, 1.835, 1.303], [0.723, 2.092, 3.229], [0.568, 3.643, 1.271], [-1.062, 2.253, -3.200], [-1.123, -0.144, -2.719], [-0.228, 2.419, -1.643], [-2.709, 3.917, -1.825], [-1.849, 3.608, -0.317], [-3.581, 3.244, -0.449], [-3.546, 1.912, -3.236], [-4.360, 1.278, -1.800], [-3.222, 0.264, -2.667], [-0.916, -2.991, 2.547], [-2.574, -3.477, 2.901], [-1.914, -2.014, 3.642], [-1.374, -2.996, 0.088], [-2.667, -1.968, -0.580], [-3.067, -3.444, 0.302], [-3.867, -0.685, 2.728], [-4.510, -2.114, 1.929], [-4.177, -0.662, 0.979], [2.519, 0.811, 1.589], [3.005, 2.492, 1.788], [2.420, 1.939, 0.226], [0.883, 1.059, 3.546], [-0.269, 2.401, 3.563], [1.451, 2.721, 3.742], [0.674, 3.741, 0.188], [1.246, 4.356, 1.743], [-0.450, 3.923, 1.550], [2.692, -2.567, 3.555], [2.444, -2.531, 2.095], [3.288, -3.303, 1.159], [2.948, -3.297, -0.137], [1.834, -2.504, -0.588], [0.887, -3.005, -2.078], [1.164, -1.561, 0.279], [1.434, -1.691, 1.555], [3.162, -3.500, 3.860], [1.779, -2.414, 4.132], [3.382, -1.759, 3.835], [4.120, -3.874, 1.543], [3.469, -3.902, -0.867], [0.847, -1.072, 2.230], [-0.420, 0.445, -2.277], [0.788, 0.363, -3.073], [0.727, 0.015, -4.412], [1.903, -0.116, -5.138], [3.128, 0.121, -4.532], [3.179, 0.492, -3.195], [2.007, 0.608, -2.463], [-0.231, -0.166, -4.886], [1.860, -0.400, -6.181], [4.042, 0.021, -5.101], [4.131, 0.681, -2.717], [2.041, 0.882, -1.414]], "forces_ev_per_angstrom": [[-0.26, 0.03, 0.48], [0.08, -0.03, -0.03], [0.05, -0.08, 0.06], [-0.02, 0.08, -0.01], [-0.03, -0.02, -0.05], [-0.06, -0.10, -0.36], [-0.20, 0.26, 0.27], [-0.01, -0.28, 0.08], [0.10, 0.09, -0.09], [0.00, -0.06, 0.03], [-0.03, -0.03, -0.04], [-0.06, -0.01, 0.03], [0.45, 0.23, 0.01], [-0.11, -0.10, -0.03], [0.06, 0.05, -0.04], [0.00, -0.04, 0.07], [-0.04, 0.09, 0.02], [-0.02, 0.01, 0.01], [-0.04, 0.03, -0.06], [-0.02, 0.03, 0.00], [0.00, -0.02, -0.02], [0.01, -0.01, 0.02], [0.00, -0.02, 0.02], [0.01, 0.01, 0.01], [0.01, 0.01, 0.03], [0.01, 0.00, 0.00], [0.01, 0.01, -0.02], [-0.01, 0.01, -0.01], [0.01, 0.02, -0.01], [0.02, 0.00, 0.00], [-0.01, 0.01, 0.00], [0.01, 0.01, 0.03], [0.02, 0.01, 0.00], [0.01, 0.00, -0.02], [0.02, 0.00, -0.01], [-0.02, -0.09, 0.02], [-0.02, 0.00, 0.00], [-0.03, 0.03, 0.03], [0.00, 0.00, -0.02], [-0.02, 0.00, -0.04], [0.02, 0.00, -0.03], [0.00, -0.02, 0.00], [0.03, -0.02, 0.00], [-0.01, 0.00, 0.00], [-0.01, 0.10, 0.02], [0.02, -0.06, -0.27], [-0.24, 0.19, 0.21], [0.02, -0.09, -0.01], [0.16, 0.33, 0.34], [-0.23, -0.13, -0.25], [0.21, -0.19, -0.16], [0.03, -0.08, 0.02], [-0.03, -0.03, -0.01], [-0.01, 0.00, -0.02], [0.03, -0.03, -0.01], [0.03, 0.00, -0.04], [0.03, 0.04, -0.02], [-0.01, 0.00, -0.03], [0.12, -0.05, -0.11], [-0.02, -0.04, 0.07], [0.03, -0.03, -0.01], [-0.01, 0.01, -0.02], [0.00, 0.02, 0.01], [0.00, -0.02, -0.01], [0.02, 0.01, -0.01], [-0.01, -0.01, 0.00], [0.00, 0.00, 0.00], [0.00, 0.00, 0.00], [0.00, 0.00, 0.00], [-0.01, -0.03, -0.02]]}

***

{"formula": "C16H15N3OS2", "method": "the ωB97M-V functional and the def2-TZVPD basis", "de_lowest_ev": 1.016, "lumo_ev": 0.3, "smiles": "CCn1c(SCC(=O)c2ccccc2)nnc1-c1cccs1", "homo_energy_ha": -0.29645, "energy_ev": -45023.3853, "symbols": ["C", "C", "N", "C", "S", "C", "C", "O", "C", "C", "C", "C", "C", "C", "N", "N", "C", "C", "C", "C", "C", "S", "H", "H", "H", "H", "H", "H", "H", "H", "H", "H", "H", "H", "H", "H", "H"], "positions_angstrom": [[0.879, 0.710, 2.501], [0.460, -0.745, 2.311], [0.376, -1.081, 0.914], [-0.733, -0.951, 0.134], [-2.262, -0.409, 0.755], [-3.226, -0.382, -0.794], [-3.643, 1.040, -1.118], [-4.811, 1.329, -1.230], [-2.559, 2.044, -1.222], [-1.290, 1.742, -1.712], [-0.319, 2.726, -1.761], [-0.600, 4.012, -1.326], [-1.866, 4.322, -0.856], [-2.843, 3.347, -0.812], [-0.475, -1.287, -1.104], [0.810, -1.638, -1.166], [1.338, -1.518, 0.032], [2.710, -1.826, 0.291], [3.569, -2.365, -0.632], [4.868, -2.558, -0.130], [4.996, -2.164, 1.164], [3.527, -1.547, 1.801], [0.920, 0.943, 3.561], [1.861, 0.883, 2.067], [0.161, 1.372, 2.023], [1.173, -1.417, 2.794], [-0.531, -0.908, 2.746], [-4.112, -0.999, -0.645], [-2.577, -0.814, -1.556], [-1.057, 0.752, -2.072], [0.662, 2.486, -2.143], [0.166, 4.773, -1.361], [-2.091, 5.326, -0.526], [-3.835, 3.569, -0.449], [3.249, -2.605, -1.629], [5.675, -2.973, -0.706], [5.862, -2.197, 1.794]], "forces_ev_per_angstrom": [[-0.08, -0.18, 0.00], [0.13, 0.38, 0.48], [-0.16, -0.28, -0.87], [0.03, -0.07, -0.20], [-0.35, -0.01, 0.18], [-0.04, -0.16, 0.30], [-0.05, -0.29, -0.02], [0.04, -0.01, 0.06], [0.18, 0.65, -0.12], [-0.24, -0.04, 0.00], [0.10, 0.05, -0.04], [0.04, 0.00, -0.01], [0.00, 0.07, 0.01], [-0.04, -0.21, -0.02], [-0.99, 0.22, 0.31], [1.26, -0.27, 0.08], [-0.83, 0.14, -0.38], [0.98, -0.17, 0.43], [-0.43, 0.17, 0.22], [0.21, 0.03, 0.21], [-0.20, 0.10, 0.16], [0.12, -0.20, -0.57], [0.02, 0.08, 0.13], [0.07, 0.05, -0.03], [-0.04, 0.07, -0.04], [-0.26, -0.01, -0.01], [0.18, -0.12, 0.03], [0.09, 0.09, -0.10], [-0.07, 0.00, -0.08], [0.02, -0.08, 0.03], [0.08, -0.02, -0.05], [0.06, 0.06, 0.00], [-0.02, 0.08, 0.03], [-0.08, 0.03, 0.02], [-0.08, -0.04, -0.19], [0.15, -0.07, -0.07], [0.21, -0.03, 0.09]]}

***

{"formula": "C6H13N", "method": "the ωB97M-V functional and the def2-TZVPD basis", "de_lowest_ev": 3.140, "lumo_ev": 1.0, "homo_energy_ha": -0.25196, "energy_ev": -7919.6927, "symbols": ["C", "C", "C", "N", "C", "C", "C", "H", "H", "H", "H", "H", "H", "H", "H", "H", "H", "H", "H", "H"], "positions_angstrom": [[2.922, -0.440, -0.135], [1.432, -0.735, -0.224], [0.595, 0.491, -0.570], [-0.863, 0.214, -0.537], [-1.756, 1.332, -0.819], [-1.165, -0.780, 0.262], [-2.163, -0.776, 1.355], [3.135, 0.293, 0.653], [3.325, -0.056, -1.077], [3.466, -1.357, 0.117], [1.222, -1.512, -0.966], [1.070, -1.144, 0.721], [0.917, 0.949, -1.511], [0.735, 1.253, 0.217], [-2.530, 1.022, -1.534], [-1.205, 2.167, -1.251], [-2.195, 1.648, 0.130], [-2.926, -0.019, 1.598], [-2.593, -1.776, 1.394], [-1.423, -0.773, 2.178]], "forces_ev_per_angstrom": [[0.10, 0.08, -0.06], [0.01, -0.02, -0.08], [0.22, 0.01, -0.13], [-0.14, -0.08, 0.67], [-0.07, 0.34, 0.25], [0.78, -0.67, 0.20], [-0.34, -0.09, -0.08], [-0.02, -0.07, -0.14], [0.01, -0.01, 0.09], [-0.05, 0.17, -0.07], [0.08, 0.05, 0.08], [0.13, 0.06, -0.18], [-0.19, -0.16, -0.07], [0.14, -0.07, -0.24], [0.17, 0.10, 0.32], [0.02, 0.00, 0.00], [-0.25, 0.21, -0.25], [-0.03, 0.12, -0.50], [-0.17, 0.04, 0.19], [-0.39, -0.01, 0.00]]}

***

{"formula": "C10H13O2S2", "method": "the ωB97M-V functional and the def2-TZVPD basis", "de_lowest_ev": 0.776, "lumo_ev": 3.2, "charge": -1, "homo_energy_ha": -0.06486, "energy_ev": -36343.4487, "symbols": ["C", "C", "C", "C", "C", "C", "C", "C", "C", "C", "O", "O", "S", "S", "H", "H", "H", "H", "H", "H", "H", "H", "H", "H", "H", "H", "H"], "positions_angstrom": [[-1.424, 0.713, -0.051], [-1.729, -0.388, -0.967], [-1.614, 1.982, -0.289], [-1.303, -1.689, -0.370], [-0.383, -1.255, 0.763], [2.303, -0.261, -1.642], [1.766, 1.131, -1.569], [-0.846, 0.080, 1.163], [2.433, 0.721, 0.653], [-1.851, -0.051, 2.271], [-1.819, 3.104, -0.488], [-2.264, -0.270, -2.062], [3.035, -0.833, -0.084], [2.790, 2.168, -0.346], [-2.172, -2.275, -0.082], [-0.878, -2.209, -1.239], [-0.310, -1.977, 1.618], [0.700, -1.248, 0.323], [1.530, -0.875, -2.189], [3.174, -0.365, -2.268], [1.769, 1.594, -2.562], [0.725, 0.922, -1.255], [-0.109, 0.735, 1.551], [3.111, 0.826, 1.653], [-2.713, 0.628, 2.043], [-1.652, 0.170, 3.344], [-2.271, -1.078, 2.081]], "forces_ev_per_angstrom": [[-0.09, -1.28, -0.38], [-1.60, 1.16, -1.81], [-0.24, 0.51, -0.18], [0.16, -0.13, -0.40], [3.46, -2.50, -1.22], [0.69, -1.46, -1.78], [-0.20, 1.12, -0.13], [0.28, 2.14, 2.20], [1.58, 0.11, 4.62], [-3.40, -0.34, -0.03], [0.12, -0.28, 0.00], [0.30, -0.18, 0.44], [-0.15, 0.54, -0.05], [-1.15, -1.76, -1.61], [-0.32, 0.07, 0.16], [0.36, -0.23, 0.55], [-0.27, 0.67, -0.69], [-1.83, 0.34, 0.95], [0.41, 0.06, 1.05], [0.22, 0.44, -0.73], [-0.03, -0.03, 0.02], [0.54, 1.24, 0.28], [1.56, 0.16, 0.01], [-1.46, -0.19, -1.81], [0.47, -0.40, 0.28], [0.69, -0.59, -0.86], [-0.08, 0.78, 1.13]]}

***

{"formula": "C6H13NO", "method": "the ωB97M-V functional and the def2-TZVPD basis", "de_lowest_ev": 2.684, "lumo_ev": 1.0, "smiles": "CCN[C@@H](C=O)CC", "homo_energy_ha": -0.31513, "energy_ev": -9968.4905, "symbols": ["C", "C", "N", "C", "C", "O", "C", "C", "H", "H", "H", "H", "H", "H", "H", "H", "H", "H", "H", "H", "H"], "positions_angstrom": [[-1.683, 0.132, 1.682], [-0.813, 1.369, 1.218], [-0.181, 1.255, -0.145], [1.046, 0.487, -0.237], [1.596, -0.485, 0.829], [0.746, -1.231, 1.261], [1.081, -0.260, -1.611], [-0.006, -1.304, -1.757], [-1.202, -0.356, 2.529], [-2.577, 0.513, 2.184], [-1.948, -0.483, 0.825], [-1.573, 2.138, 1.177], [0.000, 1.532, 1.930], [-0.815, 0.916, -0.850], [1.866, 1.264, -0.337], [2.682, -0.349, 0.943], [2.003, -0.747, -1.885], [0.899, 0.574, -2.314], [0.326, -2.279, -2.123], [-0.584, -1.558, -0.842], [-0.864, -1.129, -2.475]], "forces_ev_per_angstrom": [[0.52, 1.27, 0.86], [-0.56, -1.69, -1.17], [-0.36, -0.60, 1.64], [3.08, 1.36, -1.08], [-3.77, 1.18, -1.88], [2.01, -0.75, 1.24], [-1.12, 0.93, -0.10], [-2.58, -1.38, -0.39], [0.23, -0.74, -0.65], [-0.30, 0.11, -0.52], [0.07, -0.34, 0.32], [0.60, 0.89, -0.01], [-0.33, 0.45, -0.07], [-0.50, -0.06, 0.21], [-0.41, -0.63, 0.08], [0.14, -0.90, 0.74], [0.65, 0.31, 0.32], [0.28, -0.51, -0.05], [0.51, 0.13, 0.17], [0.76, 0.35, -0.13], [1.09, 0.62, 0.47]]}

***

{"formula": "C18H26FeN3S", "method": "the ωB97M-V functional and the def2-TZVPD basis", "multiplicity": 5, "de_lowest_ev": 0.089, "lumo_ev": [-3.2, -3.6], "charge": 1, "s_squared": 6.02, "homo_energy_ha": [-0.36392, -0.36616], "energy_ev": -68774.8682, "symbols": ["Fe", "C", "N", "C", "C", "C", "C", "C", "C", "C", "N", "C", "C", "C", "C", "C", "C", "N", "C", "C", "H", "H", "H", "H", "H", "H", "H", "H", "H", "H", "H", "H", "H", "H", "H", "H", "H", "H", "H", "H", "C", "S", "C", "H", "H", "H", "H", "H", "H"], "positions_angstrom": [[-0.080, -0.157, -0.118], [-1.615, 0.634, 2.345], [-0.193, 0.435, 2.002], [0.599, 1.642, 2.311], [0.395, -0.746, 2.637], [0.034, -1.165, 3.906], [0.619, -2.297, 4.457], [1.556, -3.005, 3.718], [1.926, -2.582, 2.449], [1.365, -1.428, 1.895], [1.564, -0.928, 0.620], [2.705, -1.022, -0.148], [3.972, -1.440, 0.274], [5.029, -1.491, -0.622], [4.862, -1.117, -1.948], [3.626, -0.643, -2.360], [2.572, -0.582, -1.467], [1.286, -0.010, -1.855], [0.660, -0.768, -2.961], [1.434, 1.414, -2.233], [-1.763, 0.860, 3.404], [-2.177, -0.264, 2.098], [-2.004, 1.477, 1.772], [0.622, 1.816, 3.389], [0.159, 2.510, 1.821], [1.617, 1.501, 1.953], [-0.697, -0.613, 4.482], [0.339, -2.623, 5.449], [2.002, -3.901, 4.130], [2.634, -3.160, 1.871], [4.130, -1.698, 1.311], [5.999, -1.823, -0.276], [5.684, -1.174, -2.647], [3.498, -0.308, -3.383], [1.283, -0.752, -3.859], [-0.307, -0.327, -3.210], [0.515, -1.802, -2.656], [2.021, 1.526, -3.147], [1.940, 1.947, -1.430], [0.452, 1.858, -2.402], [-3.189, -2.486, -0.722], [-1.491, -2.125, -0.249], [-0.838, -3.715, 0.270], [-3.195, -3.194, -1.547], [-3.657, -1.556, -1.035], [-3.719, -2.892, 0.136], [-1.429, -4.087, 1.104], [0.189, -3.554, 0.592], [-0.868, -4.405, -0.570]], "forces_ev_per_angstrom": [[0.93, -0.47, 0.31], [0.04, 0.08, 0.16], [-0.57, -0.07, -0.43], [0.08, 0.03, -0.01], [-0.21, 0.10, 0.31], [-0.04, 0.06, -0.01], [0.02, -0.02, -0.02], [0.01, 0.03, -0.04], [0.08, -0.02, 0.07], [0.22, -0.04, -0.18], [-0.12, -0.12, 0.02], [-0.06, 0.00, 0.21], [0.05, -0.05, 0.02], [-0.03, 0.00, 0.04], [0.01, -0.01, 0.01], [0.02, 0.05, -0.04], [0.07, 0.03, -0.28], [-0.71, 0.17, -0.05], [0.10, 0.00, -0.09], [0.06, 0.01, -0.02], [0.03, 0.04, 0.00], [0.01, -0.02, 0.02], [0.02, 0.00, -0.01], [-0.02, 0.01, 0.02], [-0.01, -0.01, -0.02], [0.01, -0.02, 0.01], [-0.01, -0.03, -0.01], [0.00, 0.00, -0.01], [0.00, 0.00, -0.01], [0.02, 0.00, 0.02], [0.02, -0.04, -0.02], [-0.01, 0.00, 0.01], [0.00, 0.01, 0.02], [-0.01, 0.00, 0.02], [0.01, 0.03, 0.01], [0.00, 0.00, 0.02], [0.01, 0.00, 0.01], [0.03, -0.01, 0.00], [-0.01, 0.00, 0.01], [-0.01, -0.02, -0.01], [0.07, -0.06, 0.00], [-0.07, 0.38, -0.04], [-0.01, 0.02, 0.01], [-0.04, 0.00, 0.00], [0.02, 0.01, 0.01], [-0.04, 0.00, -0.02], [0.03, -0.03, 0.01], [-0.02, 0.02, -0.01], [0.02, -0.03, 0.02]]}